{
  "formula": "C28H44BrN3P2Ru",
  "method": "ωB97M-V with the def2-TZVPD basis set",
  "symbols": ["N", "C", "C", "C", "C", "C", "C", "Ru", "P", "C", "C", "C", "C", "C", "C", "C", "Br", "H", "H", "H", "H", "H", "H", "H", "H", "H", "H", "P", "C", "C", "H", "H", "H", "H", "H", "C", "C", "H", "H", "H", "H", "H", "C", "C", "H", "H", "H", "H", "H", "C", "C", "H", "H", "H", "H", "H", "C", "C", "H", "H", "H", "H", "H", "C", "C", "H", "H", "H", "H", "H", "N", "C", "C", "C", "N", "H", "H", "H", "H"],
  "positions_angstrom": [[-2.194, -6.164, -3.484], [-2.738, -5.850, -2.310], [-2.260, -4.797, -1.515], [-1.221, -3.989, -2.031], [-0.530, -4.458, -3.170], [-1.126, -5.502, -3.912], [-1.165, -2.531, -1.609], [0.060, -1.161, -0.917], [0.291, 2.917, -1.275], [-0.679, -1.579, -2.669], [-1.609, -0.603, -3.283], [-1.289, -0.051, -4.542], [-2.038, 0.992, -5.081], [-3.117, 1.499, -4.332], [-3.533, 0.852, -3.162], [-2.799, -0.224, -2.652], [-3.882, 3.097, -4.831], [-2.097, -2.316, -1.060], [0.018, -2.006, -3.400], [-2.739, -4.565, -0.562], [0.387, -3.981, -3.521], [-3.604, -6.430, -1.995], [-0.705, -5.767, -4.882], [-0.444, -0.464, -5.094], [-3.146, -0.776, -1.777], [-1.748, 1.446, -6.028], [-4.403, 1.221, -2.615], [2.188, -1.553, -1.259], [-1.491, 3.179, -1.500], [-1.806, 4.579, -2.051], [-1.981, 3.039, -0.528], [-1.837, 2.393, -2.182], [-2.887, 4.768, -1.987], [-1.291, 5.372, -1.484], [-1.516, 4.668, -3.108], [0.855, 2.277, -2.885], [1.429, 3.424, -3.734], [0.005, 1.786, -3.379], [1.618, 1.509, -2.693], [1.708, 3.058, -4.727], [0.712, 4.245, -3.869], [2.332, 3.836, -3.265], [0.464, 1.991, 0.256], [0.963, 2.910, 1.380], [1.168, 1.168, 0.064], [-0.518, 1.563, 0.492], [1.677, 2.388, 2.024], [1.459, 3.799, 0.967], [0.131, 3.242, 2.011], [3.029, -0.492, -0.013], [4.315, -1.040, 0.590], [2.294, -0.340, 0.794], [3.189, 0.500, -0.459], [4.119, -1.946, 1.171], [5.064, -1.246, -0.179], [4.734, -0.306, 1.286], [2.635, -0.918, -2.928], [3.350, -1.888, -3.872], [3.223, 0.004, -2.794], [1.680, -0.598, -3.383], [4.193, -2.379, -3.373], [2.663, -2.661, -4.239], [3.729, -1.341, -4.746], [2.815, -3.278, -1.089], [1.926, -4.177, -0.241], [3.826, -3.237, -0.670], [2.906, -3.676, -2.105], [1.812, -5.157, -0.732], [2.340, -4.323, 0.770], [0.920, -3.751, -0.105], [0.235, -1.377, 2.151], [-0.332, -0.847, 3.248], [-1.556, -0.320, 2.862], [-1.693, -0.575, 1.488], [-0.574, -1.224, 1.055], [1.106, -1.918, 2.106], [0.157, -0.874, 4.210], [-2.286, 0.182, 3.467], [-2.512, -0.386, 0.800]],
  "atomic_forces_ev_per_a": [[1.704, 2.885, 2.509], [-1.319, -1.122, 0.026], [0.626, 0.304, -1.014], [-0.100, -0.074, -0.189], [-1.164, -0.568, 0.414], [0.856, -0.402, -1.212], [0.012, -1.494, -2.017], [0.005, 1.924, 2.249], [-1.662, -0.115, -0.885], [-2.579, -1.648, -1.338], [0.452, 0.047, 0.061], [-0.072, 0.300, -0.002], [0.274, -0.425, 0.442], [0.575, -0.457, 0.210], [-0.073, -0.320, 0.369], [-0.136, 0.578, -0.130], [-0.437, 0.355, -0.254], [0.392, 0.209, -0.147], [-0.100, 0.133, 0.321], [-0.103, -0.234, -0.382], [-0.473, -0.346, -0.267], [0.032, -0.028, 0.049], [-0.059, -0.131, 0.065], [-0.087, 0.248, 0.058], [-0.060, 0.430, -0.164], [-0.200, -0.134, 0.179], [0.165, -0.158, -0.299], [2.718, -1.152, -0.604], [-0.018, 0.839, 0.436], [-0.232, 0.427, -0.297], [0.141, 0.042, -0.127], [0.120, 0.048, 0.093], [0.372, -0.069, -0.051], [-0.233, -0.314, -0.163], [-0.095, 0.002, 0.341], [0.743, -0.206, 0.270], [0.288, 0.274, -0.142], [0.013, 0.212, 0.267], [-0.054, 0.266, -0.109], [-0.097, 0.023, 0.181], [0.156, -0.275, 0.048], [-0.240, -0.062, -0.158], [0.330, -0.629, -0.161], [0.213, 0.315, 0.479], [-0.021, 0.153, 0.119], [0.154, 0.110, -0.104], [-0.115, 0.130, -0.121], [-0.045, -0.230, 0.330], [0.186, 0.006, -0.211], [-0.589, 0.401, 0.390], [0.284, -0.180, 0.099], [0.243, 0.056, -0.027], [-0.022, -0.242, -0.063], [0.136, 0.027, -0.126], [-0.022, -0.021, 0.161], [-0.076, -0.064, -0.196], [-0.340, 0.513, -0.475], [0.065, -0.210, 0.062], [-0.043, -0.338, 0.135], [0.460, 0.005, 0.050], [-0.080, 0.130, -0.270], [0.193, 0.092, 0.049], [-0.101, -0.132, 0.269], [-0.116, 0.310, -0.260], [-0.375, -0.327, 0.558], [-0.082, 0.113, -0.253], [0.006, 0.152, 0.138], [0.069, 0.301, 0.428], [-0.095, -0.117, -0.425], [0.123, -0.223, -0.083], [-0.066, 0.123, -0.177], [-0.253, 0.005, -0.578], [-0.420, 0.049, -0.704], [1.205, -0.625, 0.983], [-0.289, 0.153, 0.784], [-0.685, 0.314, -0.004], [-0.026, -0.073, 0.046], [-0.033, 0.018, 0.285], [0.173, 0.120, 0.234]],
  "mulliken_spin": [0.76, 0.01, 0.07, 0.02, 0.05, 0.02, -0.18, 1.75, 0.62, 0.20, 0.02, 0.02, -0.01, 0.02, 0.00, -0.01, 0.01, -0.01, 0.00, 0.01, 0.01, 0.03, 0.03, 0.00, 0.00, 0.00, 0.00, -0.09, 0.06, 0.03, -0.01, 0.02, 0.00, -0.01, 0.00, 0.17, 0.05, -0.02, -0.04, 0.00, -0.01, 0.00, 0.13, 0.04, 0.00, 0.01, 0.00, -0.01, 0.00, 0.02, 0.00, -0.01, 0.00, 0.00, 0.00, 0.00, 0.04, 0.01, 0.01, 0.03, 0.00, 0.00, 0.00, 0.00, 0.01, 0.00, 0.00, 0.00, 0.00, -0.01, 0.03, 0.03, 0.00, 0.02, 0.04, 0.01, 0.00, 0.00, 0.00],
  "relative_energy_kj_mol": 175.5,
  "total_charge": 4,
  "s2": 6.029,
  "total_energy_ev": -125375.57533,
  "molar_mass_g_mol": 665.60,
  "max_force_ev_per_a": 4.19,
  "spin_multiplicity": 5,
  "e_lumo_ha": [-0.48495, -0.54896]
}